A molecular structure, CHBaLiO in a non-equilibrium geometry. Source: OMol25; level of theory: the ωB97M-V functional and the def2-TZVPD basis.

Its energy above the lowest of the compared OMol25 structures with the same formula, charge and spin is 0.00 kJ/mol. Its orbital gap (spin up / spin down) is 0.12746 / 0.12755 Eh. Its LUMO energy (spin up / spin down) is -0.62 / -0.63 eV. The largest force on an atom comes out at 0.056 hartree/bohr.

Structure (XYZ):
```
5
Properties=species:S:1:pos:R:3:forces:R:3
Ba 1.548435 1.399399 0.270788 -0.19 -1.91 -0.44
O -0.784601 0.477129 0.388110 -0.36 -1.48 -0.90
C -0.266058 -0.488629 -0.368410 -1.35 2.50 0.41
Li -2.545580 -0.302416 -0.423334 1.46 0.02 0.45
H 2.047805 -1.085484 0.132846 0.45 0.88 0.48
```
Positions in Å, forces in eV/Å.

=====

A molecular structure, CHBr2F2OP in a non-equilibrium geometry. Source: OMol25; level of theory: the ωB97M-V functional and the def2-TZVPD basis.

Its energy above the lowest of the compared OMol25 structures with the same formula, charge and spin is 255.77 kJ/mol. Its orbital gap is 0.38534 Eh. Its LUMO energy is 0.34 eV. The largest force on an atom comes out at 0.071 hartree/bohr.

Structure (XYZ):
```
8
Properties=species:S:1:pos:R:3:forces:R:3
Br -1.448279 2.192613 0.028510 -0.46 -0.10 -0.43
Br 1.634368 2.076183 0.040671 0.09 -0.48 -0.21
P 0.071809 -0.828513 -0.107862 -1.95 -0.96 -2.82
F -1.435645 -1.072806 -0.468982 0.16 0.17 -1.50
F 0.129410 -2.233705 0.527615 0.84 -1.25 1.25
O -0.063963 0.087892 1.085085 1.41 1.62 2.95
C 0.024860 1.008818 -0.081553 0.26 0.29 0.54
H 1.087440 -1.230481 -1.023485 -0.35 0.72 0.21
```
Positions in Å, forces in eV/Å.

=====

A molecular structure, CHBr2FO in a non-equilibrium geometry. Source: OMol25; level of theory: the ωB97M-V functional and the def2-TZVPD basis.

Its energy above the lowest of the compared OMol25 structures with the same formula, charge and spin is 381.48 kJ/mol. Its orbital gap (spin up / spin down) is 0.31165 / 0.31149 Eh. Its LUMO energy (spin up / spin down) is -1.36 / -1.36 eV. The largest force on an atom comes out at 0.110 hartree/bohr.

Structure (XYZ):
```
6
Properties=species:S:1:pos:R:3:forces:R:3
Br -1.213529 -1.380380 0.665661 -0.27 -1.29 0.74
Br -0.790422 1.706373 0.630654 0.17 1.42 0.82
F -0.970434 0.148504 -1.413288 0.49 -0.15 -1.06
O 1.625238 -0.266162 -0.274151 -4.16 0.67 -3.74
C -0.614010 0.102843 -0.178758 2.99 -0.58 -0.21
H 1.963157 -0.311178 0.569882 0.78 -0.07 3.45
```
Positions in Å, forces in eV/Å.

=====

A molecular structure, CHBr2NO in a non-equilibrium geometry. Source: OMol25; level of theory: the ωB97M-V functional and the def2-TZVPD basis.

Its energy above the lowest of the compared OMol25 structures with the same formula, charge and spin is 294.91 kJ/mol. Its orbital gap (spin up / spin down) is 0.29198 / 0.29245 Eh. Its LUMO energy (spin up / spin down) is -0.59 / -0.63 eV. The largest force on an atom comes out at 0.044 hartree/bohr.

Structure (XYZ):
```
6
Properties=species:S:1:pos:R:3:forces:R:3
Br -0.589888 -0.242603 -1.672615 -0.02 -0.56 0.05
Br 1.877332 -1.127567 0.187703 -0.09 -0.03 0.02
O -0.717022 1.941754 0.044894 1.08 -0.37 1.11
N -0.025290 1.390423 0.775985 -1.04 -1.24 -1.38
C 0.054021 -0.656176 0.050984 0.12 2.25 0.17
H -0.599153 -1.305831 0.613050 -0.04 -0.05 0.03
```
Positions in Å, forces in eV/Å.

=====

3 unconnected molecules or ions with the total composition CHBr2O2P in a non-equilibrium geometry. Source: OMol25; level of theory: the ωB97M-V functional and the def2-TZVPD basis.

Its energy above the lowest of the compared OMol25 structures with the same formula, charge and spin is 220.62 kJ/mol. Its orbital gap (spin up / spin down) is 0.25485 / 0.25505 Eh. Its LUMO energy (spin up / spin down) is -1.48 / -1.47 eV. The largest force on an atom comes out at 0.026 hartree/bohr.

Structure (XYZ):
```
7
Properties=species:S:1:pos:R:3:forces:R:3
Br -0.658959 -3.112122 0.994077 -0.07 -0.09 -0.03
Br -1.991584 0.809159 -1.934885 0.24 0.08 -0.12
P -0.154565 1.440597 -2.936686 -0.30 -0.05 0.01
O 1.062893 0.519481 -0.210601 0.46 0.57 0.40
O 0.686819 1.329811 1.929607 0.48 0.37 -0.41
C 0.932349 0.991910 0.845673 -0.87 -0.97 0.13
H 0.123047 -1.978837 1.312815 0.07 0.08 0.02
```
Positions in Å, forces in eV/Å.

=====

2 unconnected molecules or ions with the total composition CHBrCl2S in a non-equilibrium geometry. Source: OMol25; level of theory: the ωB97M-V functional and the def2-TZVPD basis.

Its energy above the lowest of the compared OMol25 structures with the same formula, charge and spin is 257.25 kJ/mol. Its orbital gap (spin up / spin down) is 0.29787 / 0.26167 Eh. Its LUMO energy (spin up / spin down) is -1.58 / -2.08 eV. The largest force on an atom comes out at 0.104 hartree/bohr.

Structure (XYZ):
```
6
Properties=species:S:1:pos:R:3:forces:R:3
Br 0.350033 1.316370 1.680542 -0.51 -0.49 -1.03
Cl 0.720453 1.583898 -1.297333 0.74 0.45 -1.08
Cl -1.837202 0.584718 -0.467912 0.76 -0.02 0.32
S 0.904185 -1.884684 -0.200641 3.52 2.93 -2.71
C -0.131879 0.767164 -0.145211 -0.64 -0.97 1.84
H -0.005590 -2.367465 0.430555 -3.87 -1.91 2.66
```
Positions in Å, forces in eV/Å.

=====

A molecular structure, CHBrCl3Mg in a non-equilibrium geometry. Source: OMol25; level of theory: the ωB97M-V functional and the def2-TZVPD basis.

Its energy above the lowest of the compared OMol25 structures with the same formula, charge and spin is 15.94 kJ/mol. Its orbital gap is 0.17968 Eh. Its LUMO energy is -8.22 eV. The largest force on an atom comes out at 0.036 hartree/bohr. The charge is +1.

Structure (XYZ):
```
7
Properties=species:S:1:pos:R:3:forces:R:3
Br -0.026433 1.033948 -2.425719 -1.04 1.27 -0.83
Cl 1.413141 -0.112680 2.345589 -0.13 -0.05 -0.25
Cl 0.911022 -2.059279 0.234333 0.07 0.01 -0.11
Cl -1.291892 -1.067501 1.843604 0.26 0.16 -0.22
Mg -1.414272 2.738943 -3.500319 1.04 -1.29 0.82
C 0.280475 -0.669829 1.102196 -0.17 -0.14 0.59
H 0.127959 0.136397 0.400315 -0.03 0.05 0.00
```
Positions in Å, forces in eV/Å.

=====

A single CHBrClNO2 molecule in a non-equilibrium geometry. Source: OMol25; level of theory: the ωB97M-V functional and the def2-TZVPD basis.

Its energy above the lowest of the compared OMol25 structures with the same formula, charge and spin is 3.26 kJ/mol. Its orbital gap is 0.40605 Eh. Its LUMO energy is -0.04 eV. The largest force on an atom comes out at 0.066 hartree/bohr.

Structure (XYZ):
```
7
Properties=species:S:1:pos:R:3:forces:R:3
Br -1.924087 -0.680179 -0.159289 -0.64 0.25 0.37
Cl -0.296480 1.563201 1.362576 -0.30 -0.56 -0.66
O 0.936468 -1.065378 -1.080198 0.60 -1.05 -2.52
O 1.298836 -0.800814 0.979357 1.58 -0.54 2.93
N 0.766784 -0.568329 -0.027985 -2.23 2.29 -0.47
C -0.424180 0.490706 -0.022259 0.95 0.69 -2.02
H -0.357341 1.060792 -1.052201 0.05 -1.09 2.37
```
Positions in Å, forces in eV/Å.